Computed, not measured: 2 unconnected molecules or ions with the total composition HN3 in a non-equilibrium geometry, with wB97M-V/def2-TZVPD.

For the HOMO energy (alpha / beta), the calculation gives -10.97 / -10.99 eV. The value obtained for the frontier orbital gap (alpha / beta) is 10.1 / 10.0 eV. The total energy is -164.735198 Ha. The value obtained for the LUMO energy (alpha / beta) is -0.906 / -0.936 eV.

```
4
Properties=species:S:1:pos:R:3:forces:R:3
N -1.996534 -0.247325 -0.175900 1.108 0.081 0.052
N -0.903636 -0.237604 -0.085995 -1.599 -0.313 -0.011
N 1.348913 0.614644 -0.151300 -0.308 3.307 -2.356
H 1.551257 -0.129713 0.413195 0.799 -3.075 2.315
```
Positions in Å, forces in eV/Å.

=====

Computed, not measured: a gas-phase ion, HN3O3S (charge -2) in a non-equilibrium geometry, with wB97M-V/def2-TZVPD.

For the HOMO energy, the calculation gives 0.89 eV. Its charge is -2. The value obtained for the frontier orbital gap is 6.3 eV. The total energy is -788.650393 Ha. The value obtained for the LUMO energy is 7.169 eV.

```
8
Properties=species:S:1:pos:R:3:forces:R:3
N 1.262852 1.506672 -0.538903 2.724 -0.601 0.536
N 1.787516 0.602849 0.268417 -1.478 0.775 0.028
N 1.214141 -0.376005 0.782942 0.110 -1.145 -0.876
O -1.209181 0.669935 0.415930 -0.787 -0.929 0.102
O -1.420896 -1.766736 0.975939 0.863 0.573 -0.084
O -1.185092 -1.063106 -1.350399 1.288 0.340 1.691
S -0.795549 -0.734836 0.096303 -0.967 0.928 -0.763
H 0.346207 1.161224 -0.650232 -1.752 0.060 -0.632
```
Positions in Å, forces in eV/Å.

=====

Computed, not measured: 2 unconnected molecules or ions with the total composition HN3O4 in a non-equilibrium geometry, with wB97M-V/def2-TZVPD.

For the HOMO energy (alpha / beta), the calculation gives -9.67 / -9.67 eV. The value obtained for the frontier orbital gap (alpha / beta) is 8.1 / 8.1 eV. The total energy is -465.511835 Ha. The value obtained for the LUMO energy (alpha / beta) is -1.537 / -1.537 eV.

```
8
Properties=species:S:1:pos:R:3:forces:R:3
N -0.164343 -0.303559 0.035225 1.932 1.781 0.537
N -0.792108 -1.416773 -0.320347 0.718 1.639 0.666
N 1.641156 0.350064 -0.081136 -4.346 0.768 -1.215
O -1.969761 -1.283024 -0.067072 -1.591 -0.905 -0.340
O 2.351965 -0.525826 -0.196273 2.013 -1.501 0.240
O 1.536713 1.503602 -0.164108 0.709 -0.249 0.524
O -0.814875 0.836666 0.545018 -1.329 -0.905 -0.648
H -1.788746 0.838851 0.248690 1.894 -0.628 0.237
```
Positions in Å, forces in eV/Å.